# 1
Formula: C36H108N12O10P4S6
Source: the Open Molecules 2025 dataset
Level of theory: ωB97M-V/def2-TZVPD

Structure (ORCA input):
```
! RIJCOSX wB97M-V def2-TZVPD def2/J DEFGRID3
* xyz 1 2
O -6.01120 1.56137 0.75044
P -5.35172 0.40918 1.46462
N -6.43768 -0.45549 2.50724
C -6.10586 -1.69338 3.24704
C -7.64573 0.12270 2.93556
N -3.97936 0.79761 2.43885
C -3.49311 2.22368 2.49949
C -3.20899 -0.24456 3.11463
N -4.70261 -0.81883 0.35199
C -3.63767 -0.39893 -0.48590
C -5.71327 -1.77267 -0.25727
H -5.67985 -1.40733 4.20870
H -5.33833 -2.32042 2.79338
H -6.97192 -2.34448 3.36586
H -7.84399 0.85392 2.15191
H -7.45839 0.49650 3.94218
H -8.44371 -0.61376 2.84095
H -2.45103 2.40590 2.23688
H -4.00777 2.89537 1.81243
H -3.66384 2.54569 3.52675
H -2.75753 -0.98446 2.45370
H -2.35564 0.16194 3.65745
H -3.78895 -0.88761 3.77662
H -2.93763 0.23833 0.05443
H -3.08359 -1.20440 -0.96788
H -4.19939 0.26178 -1.14623
H -5.17367 -2.71312 -0.36899
H -6.04011 -1.39483 -1.22604
H -6.46592 -2.06705 0.47414
O 4.83865 1.41865 7.14568
P 4.94842 1.02367 5.71589
N 5.45487 2.28910 4.60642
C 4.56392 3.41428 4.30937
C 6.81349 2.74947 4.65449
N 3.52006 0.57053 4.98824
C 3.40427 0.06618 3.63099
C 2.35149 0.40628 5.88217
N 5.93118 -0.39319 5.53177
C 6.03800 -1.30378 6.63725
C 6.54389 -0.63457 4.27623
H 3.62614 3.16084 4.80380
H 4.45339 3.51165 3.22936
H 4.94605 4.34341 4.73220
H 6.89459 3.25455 5.61700
H 7.01897 3.43344 3.83103
H 7.53811 1.93523 4.65885
H 2.39357 -0.01944 3.23193
H 3.93520 0.69906 2.91989
H 3.82819 -0.93374 3.53846
H 2.39174 1.21408 6.61287
H 1.39650 0.43566 5.35756
H 2.38097 -0.46348 6.53847
H 5.04753 -1.42334 7.07630
H 6.51170 -2.26272 6.42716
H 6.62863 -0.72507 7.34742
H 7.61971 -0.57824 4.44211
H 6.32214 0.18045 3.58725
H 6.30495 -1.62107 3.87895
O 1.86287 0.88734 -7.28848
P 0.51204 0.93297 -6.70683
N -0.57703 -0.24273 -7.37619
C -0.25621 -1.67197 -7.10377
C -1.30169 -0.05456 -8.64136
N -0.33786 2.39506 -6.92252
C 0.40755 3.57455 -7.25144
C -1.70328 2.65275 -6.42885
N 0.52078 0.67588 -5.07925
C 1.60509 1.33801 -4.32798
C -0.72739 0.34401 -4.30417
H -1.11049 -2.31770 -7.30706
H 0.25575 -1.78837 -6.14854
H 0.56152 -1.88932 -7.79094
H -1.42982 1.00467 -8.86430
H -2.26448 -0.56261 -8.58654
H -0.68332 -0.64478 -9.31764
H 0.61457 4.18273 -6.37090
H 1.22072 3.20971 -7.87892
H -0.09274 4.25408 -7.94141
H -1.63769 3.04160 -5.41268
H -2.10283 3.33195 -7.18194
H -2.34485 1.77645 -6.33616
H 1.41314 1.24221 -3.25930
H 2.52263 0.87994 -4.69731
H 1.55384 2.39841 -4.57505
H -1.37974 -0.38100 -4.79090
H -1.27955 1.27036 -4.14576
H -0.47315 -0.06008 -3.32428
O -0.09889 -6.58378 3.19908
P -1.04932 -5.93854 2.27305
N -2.58843 -5.83486 2.99060
C -2.62050 -5.24657 4.26641
C -3.80349 -5.41578 2.23924
N -1.20439 -6.84193 0.84071
C -0.10211 -6.61538 -0.13619
C -1.81167 -8.11660 0.84371
N -0.71272 -4.24501 1.76113
C 0.10176 -3.54758 2.69967
C -1.57021 -3.45047 0.90300
H -3.39825 -5.63975 4.92109
H -2.76610 -4.16665 4.24034
H -1.66609 -5.26857 4.79245
H -4.70082 -5.82419 2.70412
H -3.91452 -5.78218 1.21869
H -3.93567 -4.33575 2.17467
H 0.08793 -5.55997 -0.33136
H 0.87170 -7.02441 0.13303
H -0.29205 -7.14498 -1.06974
H -1.93628 -8.48352 -0.17508
H -1.18852 -8.87539 1.31703
H -2.77263 -8.09109 1.35750
H -0.28737 -2.56121 2.95215
H 0.30969 -4.14106 3.58997
H 1.08295 -3.38782 2.25263
H -2.23373 -4.12945 0.36744
H -0.96089 -2.92753 0.16586
H -2.19572 -2.74426 1.44901
C 1.61537 -0.58122 0.33549
S -0.11765 0.03380 0.62034
O -0.15898 0.74468 1.98869
C -0.09361 1.45389 -0.53743
H 1.58379 -0.99577 -0.67210
H 2.01773 -1.27022 1.07811
H 2.24879 0.30379 0.27522
H 0.77118 2.07410 -0.30164
H -0.99536 2.06530 -0.50398
H -0.09128 1.12574 -1.57685
C 4.35470 1.74109 -1.11506
S 5.97475 1.20077 -0.32015
O 6.18394 1.59496 1.12273
C 5.84466 -0.63821 -0.39786
H 4.41019 2.61753 -1.76071
H 3.74147 1.99385 -0.25009
H 4.02995 0.93181 -1.76905
H 5.00272 -0.89414 0.24536
H 6.72684 -1.08707 0.05863
H 5.73564 -1.10219 -1.37813
C 0.91106 6.27167 -3.66129
S 0.82956 4.51443 -3.12054
O 1.94911 4.34015 -2.10631
C -0.80345 4.76545 -2.24530
H 0.10389 6.46607 -4.36753
H 1.87335 6.60920 -4.04622
H 0.67603 6.82818 -2.75399
H -0.77132 3.99856 -1.47137
H -1.72701 4.70190 -2.82068
H -0.77636 5.68880 -1.66668
C -4.28692 3.71353 -4.43394
S -4.03449 2.28223 -3.25740
O -3.11167 2.90472 -2.21201
C -5.72900 2.25429 -2.57905
H -3.35193 3.89579 -4.96374
H -4.68055 4.57253 -3.89057
H -5.04892 3.42429 -5.15768
H -6.37792 1.97077 -3.40768
H -6.10205 3.21617 -2.22730
H -5.83652 1.49055 -1.80882
C 3.88313 -3.49426 -2.10228
S 2.16494 -3.77626 -2.72442
O 1.24932 -3.66917 -1.46499
C 1.99043 -2.17523 -3.57420
H 4.47915 -3.04114 -2.89445
H 4.19253 -4.52328 -1.91924
H 3.96430 -2.91317 -1.18367
H 0.93223 -1.92863 -3.66089
H 2.40291 -2.24207 -4.58091
H 2.48282 -1.33416 -3.08607
C 1.73302 5.30812 1.77919
S 1.61335 5.09117 3.59001
O 0.40264 5.95679 3.95368
C 1.04897 3.32665 3.57052
H 1.02452 4.79148 1.13173
H 2.73326 4.92542 1.57639
H 1.79286 6.39281 1.69002
H 1.77343 2.60781 3.18776
H 0.03099 3.17656 3.21094
H 0.92561 3.04297 4.61570
*
```

Results
gap between HOMO and LUMO (spin up / spin down): 7.6 / 3.0 eV
E: -179595.738 eV
E_LUMO (spin up / spin down): -0.07704 / -0.24541 hartree
F_max: 4.56 eV/Å

***

# 2
Formula: C36H19Cl2N8O3RuS5Se
Source: the Open Molecules 2025 dataset
Level of theory: ωB97M-V/def2-TZVPD

Structure (ORCA input):
```
! RIJCOSX wB97M-V def2-TZVPD def2/J DEFGRID3
* xyz 0 2
Ru -0.11130 -0.74410 0.86820
Se -3.22730 6.13090 -1.11450
N -1.58170 5.48090 -1.06020
C -1.61120 4.28450 -0.49960
C -0.45780 3.46070 -0.29150
C 0.82930 3.84970 -0.64370
C 1.88840 2.99510 -0.38920
C 1.62130 1.74960 0.17100
N 0.40550 1.34350 0.49490
C -0.64320 2.18990 0.32360
C -1.91780 1.78740 0.80650
N -1.98860 0.64040 1.52990
C -3.14740 0.27320 2.03540
C -4.33330 0.98220 1.83430
C -4.29060 2.15690 1.10490
C -3.07110 2.59480 0.59750
C -2.90950 3.84070 -0.08620
N -3.89750 4.68490 -0.33010
H 0.96670 4.82090 -1.09280
H 2.90110 3.27160 -0.63200
H 2.42740 1.05450 0.37520
H -3.15520 -0.62690 2.63380
H -5.25300 0.62420 2.27230
H -5.16650 2.76530 0.93900
Cl -0.66810 -5.50440 1.76100
C -0.20080 -4.28000 2.85520
C -0.17440 -4.51480 4.22580
C 0.18240 -3.52110 5.11370
Cl 0.25550 -3.87900 6.79580
C 0.46790 -2.21020 4.66830
C 0.78130 -1.12070 5.50220
C 0.99470 0.11750 4.92660
C 0.89850 0.27380 3.54830
N 0.60590 -0.73840 2.73200
C 0.39660 -1.97030 3.27300
C 0.12680 -3.01130 2.32460
O 0.21560 -2.76590 1.07330
H -0.42570 -5.49960 4.58600
H 0.84710 -1.26850 6.56960
H 1.22630 0.97510 5.53900
H 1.06200 1.23700 3.08130
O -2.36370 -2.21030 1.18860
S -2.42260 -2.11680 -0.25130
O -2.26150 -3.32310 -0.99400
N -1.33910 -0.93420 -0.75560
C -1.94400 -0.06960 -1.56890
S -1.09440 1.00670 -2.53140
C -3.40010 -0.16710 -1.58650
C -4.31280 0.66990 -2.22330
C -5.66290 0.40100 -2.07660
C -6.11290 -0.66980 -1.31290
C -5.20490 -1.51470 -0.68230
C -3.86820 -1.23750 -0.82390
H -3.96350 1.49730 -2.82250
H -6.38560 1.03240 -2.57100
H -7.17170 -0.86350 -1.22980
H -5.53500 -2.36720 -0.10900
S 6.88870 1.12670 -1.28450
C 5.58050 0.17110 -0.96970
S 4.10920 0.37850 -1.89860
C 3.34760 -0.89530 -0.88850
N 4.17500 -1.36300 -0.02430
N 5.40040 -0.81220 -0.05220
C 6.34310 -1.37300 0.83580
C 7.66220 -0.94240 0.91810
C 8.53850 -1.55230 1.79840
C 8.11710 -2.59670 2.60240
C 6.79980 -3.02130 2.52390
C 5.91430 -2.41920 1.65320
S 1.74780 -1.36560 -1.16260
H 8.02150 -0.14020 0.29810
H 9.56020 -1.20660 1.85260
H 8.80710 -3.07200 3.28400
H 6.46130 -3.83380 3.14740
H 4.89260 -2.75470 1.59230
*
```

Results
gap between HOMO and LUMO (spin up / spin down): 5.8 / 6.0 eV
E: -202852.761 eV
energy relative to the best compared isomer or geometry (same formula, charge and spin): 2.561 eV
E_LUMO (spin up / spin down): -0.06354 / -0.05953 hartree
F_max: 3.19 eV/Å

***

Respective molar mass values: 1185.63 1022.87 g/mol.